# C5H12O2

A 3-piece molecular cluster, C5H12O2 overall in a non-equilibrium geometry (ωB97M-V with the def2-TZVPD basis set, the Open Molecules 2025 dataset).

```
19
Properties=species:S:1:pos:R:3:forces:R:3
C 0.77890 -1.93428 -3.12264 -1.933 1.844 -1.198
C 0.18254 -1.68026 -1.90886 1.517 -3.002 -0.418
C 0.70929 -0.86485 -0.82167 -1.554 0.830 3.293
C 0.24554 -0.89247 0.51864 2.712 -0.448 -4.581
C 0.51429 0.17165 1.51486 -0.721 0.458 0.368
H 0.35811 -2.69803 -3.84914 0.463 0.737 1.363
H 1.26092 -1.09746 -3.72333 0.223 -1.181 1.304
H -0.52276 -2.48975 -1.57603 0.476 0.966 -0.175
H 1.49167 -0.12668 -0.96044 -0.070 0.234 -0.687
H -0.24702 -1.78831 0.79745 -1.013 -0.459 0.413
H 1.45432 0.35589 2.06428 -0.029 -0.654 -0.681
H 0.21460 1.10855 1.03137 0.146 0.072 0.394
H -0.22673 -0.07664 2.26287 -0.166 0.571 0.648
O -0.42234 1.69262 -2.53117 -0.385 -1.360 0.377
H -0.04385 1.15373 -1.81211 -0.291 0.242 -0.445
H 0.03613 2.51077 -2.49298 0.622 1.152 0.038
O -1.68303 2.11833 5.11833 -0.464 0.745 1.001
H -1.67870 1.78079 4.22528 -0.432 0.224 -0.321
H -2.42187 2.75642 5.26527 0.899 -0.970 -0.691
```
Forces are in eV/Å.

## Properties
HOMO level in eV: -8.49
HOMO-LUMO gap in eV: 8.79
LUMO energy in eV: 0.30
Net charge: 0
SMILES: C=C/C=C/C.O.O

***

# C5H12O2

A 3-piece molecular cluster, C5H12O2 overall in a non-equilibrium geometry (ωB97M-V with the def2-TZVPD basis set, the Open Molecules 2025 dataset).

```
19
Properties=species:S:1:pos:R:3:forces:R:3
C 0.87416 -2.33965 0.41069 -0.047 -0.116 0.810
C 0.46208 -1.14799 0.01794 0.122 0.489 -0.046
C -0.96054 -0.66698 0.09864 -0.122 0.630 0.127
C -1.14062 0.80886 -0.19338 -0.655 -0.540 -0.548
C -1.41676 1.71555 0.72328 0.182 0.281 0.440
H 1.89532 -2.69093 0.48540 0.091 0.278 -0.430
H 0.15882 -2.99624 0.88806 -0.172 -0.212 -0.152
H 1.12785 -0.37827 -0.36761 0.327 -0.314 -0.042
H -1.56702 -1.20317 -0.62601 -0.125 -0.210 -0.073
H -1.40978 -0.82013 1.07963 0.182 -0.413 0.125
H -1.23805 1.03258 -1.25354 0.112 0.313 0.045
H -1.71259 2.74107 0.54382 0.224 -0.028 -0.362
H -1.30587 1.48663 1.77688 -0.272 -0.211 0.048
O 0.45819 -0.75980 -3.35093 0.315 -0.005 0.140
H 1.33068 -0.90975 -2.95533 -0.370 0.017 -0.132
H 0.20347 0.11908 -3.05238 0.024 -0.004 -0.025
O 1.21918 2.31167 2.02824 -0.129 0.082 0.285
H 0.98158 1.39458 2.21544 0.267 0.167 -0.205
H 2.03990 2.30289 1.53115 0.046 -0.205 -0.005
```
Forces are in eV/Å.

## Properties
HOMO level in eV: -9.82
HOMO-LUMO gap in eV: 10.49
LUMO energy in eV: 0.67
Net charge: 0
SMILES: C=CCC=C.O.O

***

# C5H12O2

The molecule C5H12O2 in a non-equilibrium geometry (ωB97M-V with the def2-TZVPD basis set, the Open Molecules 2025 dataset).

```
19
Properties=species:S:1:pos:R:3:forces:R:3
C -0.58702 -2.31058 0.93535 -0.229 0.008 -0.253
C 0.05008 -1.64762 -0.30909 -0.695 0.056 -0.836
C 0.56794 -0.25162 -0.02542 -0.384 -0.110 0.387
O 1.66887 0.02189 -0.86375 -0.019 0.144 -0.150
C -0.59854 0.68509 -0.27530 -0.342 -0.242 -0.600
C -0.18766 2.16063 0.03065 -0.511 -0.274 -0.215
O 0.76834 2.61016 -0.93054 0.070 0.255 -0.160
H -1.31959 -3.04745 0.60917 -0.100 -0.057 0.140
H 0.11949 -2.84241 1.59753 0.017 0.347 -0.526
H -1.10345 -1.58290 1.57748 0.011 -0.096 -0.267
H -0.71605 -1.41195 -1.20427 1.525 -1.559 1.877
H 0.88150 -2.26885 -0.67628 -0.410 0.198 -0.092
H 0.81828 -0.12922 1.04098 0.431 -0.230 -0.084
H 1.57564 0.93598 -1.17957 0.169 -0.156 0.129
H -1.40774 0.44079 0.42785 0.217 0.015 0.032
H -1.02661 0.22571 -1.29152 0.770 2.552 1.487
H 0.26815 2.26647 1.04464 -0.365 -0.638 -0.522
H -1.06541 2.81746 0.04666 0.032 -0.037 -0.250
H 1.29376 3.32840 -0.55457 -0.187 -0.174 -0.098
```
Forces are in eV/Å.

## Properties
HOMO level in eV: -9.84
HOMO-LUMO gap in eV: 10.59
LUMO energy in eV: 0.75
Net charge: 0
SMILES: CC[C@@H](O)CCO

***

# C5H12O2

A 2-piece molecular cluster, C5H12O2 overall (ωB97M-V with the def2-TZVPD basis set, the Open Molecules 2025 dataset).

```
19
Properties=species:S:1:pos:R:3:forces:R:3
C 2.21554 -0.01557 1.14758 0.048 -0.016 -0.058
C 0.81083 0.56533 1.30370 -0.033 0.053 0.138
C 0.08050 0.98956 0.06179 -0.200 0.542 0.205
C -1.24136 1.07926 -0.01351 0.427 0.399 0.043
O -2.04877 0.52195 0.96529 -0.162 -0.015 0.004
H 2.20838 -1.05320 0.80138 -0.050 0.160 -0.017
H 2.81068 0.56845 0.43633 -0.101 -0.065 0.077
H 2.73404 0.01880 2.11321 -0.076 -0.070 -0.184
H 0.18028 -0.09143 1.91579 0.086 0.076 -0.106
H 0.88881 1.50149 1.86999 0.088 -0.139 0.189
H 0.67146 1.35497 -0.77442 -0.130 0.218 0.179
H -1.73164 1.65959 -0.78800 -0.123 -0.342 -0.130
H -2.85542 0.18515 0.55671 0.089 0.219 0.088
C -0.91919 -1.16771 -1.92959 -0.027 -0.192 -0.269
O 0.07675 -1.35095 -0.93644 -0.161 -0.499 -0.045
H -1.08282 -2.13139 -2.40984 -0.150 0.013 -0.266
H -1.89582 -0.79554 -1.58019 0.420 -0.154 0.194
H -0.56070 -0.44194 -2.67122 0.026 -0.206 0.161
H -0.34155 -1.39682 -0.06856 0.029 0.016 -0.202
```
Forces are in eV/Å.

## Properties
HOMO level in eV: -8.41
HOMO-LUMO gap in eV: 9.07
LUMO energy in eV: 0.66
Net charge: 0
SMILES: CC/C=C\O.CO

***

# C5H12O2

The molecule C5H12O2 (ωB97M-V with the def2-TZVPD basis set, the Open Molecules 2025 dataset).

```
19
Properties=species:S:1:pos:R:3:forces:R:3
C 0.62684 -2.89906 -0.29855 0.051 0.041 0.004
C -0.77832 -2.30848 -0.28123 -0.077 -0.283 0.066
O -0.81299 -0.93438 -0.60536 -0.025 -0.004 -0.031
C -0.37229 -0.08791 0.42834 0.088 0.121 0.158
C -0.29872 1.31095 -0.14971 -0.091 -0.191 -0.176
O 0.32832 2.13871 0.79528 0.039 -0.008 0.043
C 0.56620 3.42606 0.29069 0.060 0.329 -0.033
H 1.27134 -2.46081 0.47166 -0.153 -0.128 -0.080
H 1.09874 -2.71874 -1.26649 -0.050 -0.021 0.015
H 0.58128 -3.98167 -0.13597 0.011 0.172 0.023
H -1.25498 -2.48527 0.69636 0.062 0.088 -0.090
H -1.40183 -2.79903 -1.03450 0.102 0.027 0.069
H -1.06038 -0.11681 1.28789 0.044 -0.030 -0.118
H 0.62582 -0.36935 0.79388 -0.113 0.057 -0.084
H 0.27960 1.26740 -1.08514 -0.007 0.042 0.093
H -1.30551 1.68148 -0.40405 0.131 -0.040 0.081
H -0.37263 3.94556 0.05008 0.070 -0.068 0.001
H 1.19037 3.39917 -0.61694 -0.095 -0.039 0.147
H 1.08914 3.99217 1.06375 -0.049 -0.065 -0.088
```
Forces are in eV/Å.

## Properties
HOMO level in eV: -9.79
HOMO-LUMO gap in eV: 10.90
LUMO energy in eV: 1.12
Net charge: 0
SMILES: CCOCCOC

***

# C5H12O2

C5H12O2 as an isolated structure in a non-equilibrium geometry (ωB97M-V with the def2-TZVPD basis set, the Open Molecules 2025 dataset).

```
19
Properties=species:S:1:pos:R:3:forces:R:3
C 0.42054 0.02143 0.48243 1.266 -4.178 0.032
C -0.48042 -0.71657 -0.36158 -3.186 4.435 -1.265
C -1.30022 1.42897 -1.72051 0.419 0.037 -0.454
C 0.02547 0.38400 1.88092 0.021 -0.011 -0.229
C 1.23050 -1.70528 0.50641 0.828 1.735 1.283
O -1.65041 0.56562 -0.69450 0.549 -1.857 0.311
O 1.24771 0.95071 -0.05926 0.294 0.229 -0.352
H 1.32651 0.82170 -1.01464 -0.083 0.065 0.169
H -0.17121 -0.90184 -1.38836 0.054 -0.288 0.238
H -1.17312 -1.39251 0.11991 0.292 -0.179 -0.081
H -0.68012 0.94299 -2.51105 -0.169 0.074 0.194
H -0.72444 2.30333 -1.36684 -0.109 -0.104 -0.034
H -2.19607 1.80196 -2.23755 0.068 -0.060 0.126
H -0.54663 -0.41407 2.34577 0.004 -0.040 0.015
H -0.60158 1.27329 1.82803 0.014 0.037 0.035
H 0.91373 0.59858 2.47407 -0.020 0.002 0.025
H 1.19526 -2.43019 -0.30390 -0.501 0.331 -0.254
H 2.26296 -1.37351 0.58382 0.178 -0.123 0.217
H 0.90152 -2.15862 1.43683 0.084 -0.105 0.025
```
Forces are in eV/Å.

## Properties
HOMO level in eV: -8.37
HOMO-LUMO gap in eV: 9.15
LUMO energy in eV: 0.78
Net charge: 0